9 unconnected molecules or ions with the total composition C29H58NO25S3 in a non-equilibrium geometry, computed with the ωB97M-V functional and the def2-TZVPD basis.

Last columns: bonded neighbours and bond lengths (Å).
Element x y z (Å)
1 C 39.326 22.756 28.046  N2 1.478, H8 1.115, H9 1.094, H10 1.173
2 N 38.849 22.836 29.443  C1 1.478, C3 1.474, C4 1.490, C5 1.590
3 C 38.168 24.117 29.705  N2 1.474, H11 1.206, H12 1.169, H13 1.094
4 C 38.053 21.601 29.689  N2 1.490, H14 1.140, H15 1.172, H16 1.210
5 C 40.158 22.744 30.341  N2 1.590, C6 1.526, H17 1.046, H18 1.011
6 C 39.922 22.901 31.840  C5 1.526, O7 1.413, H19 1.093, H20 1.278
7 O 41.124 22.739 32.564  C6 1.413, H21 0.884
8 H 38.417 22.724 27.401  C1 1.115
9 H 39.932 21.855 27.916  C1 1.094
10 H 39.980 23.718 27.892  C1 1.173
11 H 37.520 24.103 30.722  C3 1.206
12 H 37.427 24.530 28.901  C3 1.169
13 H 38.956 24.866 29.582  C3 1.094
14 H 37.626 21.538 28.634  C4 1.140
15 H 37.396 21.736 30.650  C4 1.172
16 H 38.769 20.635 29.828  C4 1.210
17 H 40.907 23.452 30.163  C5 1.046
18 H 40.584 21.846 30.158  C5 1.011
19 H 39.081 22.210 31.935  C6 1.093
20 H 39.412 24.053 32.057  C6 1.278
21 H 40.956 22.860 33.423  O7 0.884
22 O 37.097 22.537 33.457  S23 1.420
23 S 35.794 22.350 33.990  O22 1.420, O24 1.483, O25 1.666, C28 1.755
24 O 35.439 22.892 35.324  S23 1.483
25 O 34.680 23.166 33.058  S23 1.666, C26 1.487
26 C 34.819 24.644 33.137  O25 1.487, C27 1.598, H29 1.010, H30 1.115
27 C 34.080 25.192 31.831  C26 1.598, H31 1.213, H32 1.072, H33 1.142
28 C 35.160 20.727 33.781  S23 1.755, H34 1.172, H35 1.121, H36 1.199
29 H 35.766 24.978 33.247  C26 1.010
30 H 34.113 24.831 33.979  C26 1.115
31 H 33.812 26.372 31.920  C27 1.213
32 H 33.109 24.741 31.880  C27 1.072
33 H 34.579 25.084 30.809  C27 1.142
34 H 35.607 20.024 32.957  C28 1.172
35 H 34.059 20.792 33.582  C28 1.121
36 H 35.413 20.242 34.848  C28 1.199
37 O 39.679 29.019 30.445  S38 1.426
38 S 40.092 28.220 29.339  O37 1.426, O39 1.486, O40 1.651, C43 1.783
39 O 39.954 26.745 29.459  S38 1.486
40 O 39.277 28.620 27.960  S38 1.651, C41 1.451
41 C 38.393 27.675 27.303  O40 1.451, C42 1.551, H44 1.117, H45 1.145
42 C 38.093 28.256 25.897  C41 1.551, H46 1.054, H47 1.225, H48 1.176
43 C 41.765 28.629 28.878  S38 1.783, H49 1.069, H50 0.977, H51 0.974
44 H 37.548 27.591 28.028  C41 1.117
45 H 38.955 26.697 27.109  C41 1.145
46 H 38.890 28.764 25.431  C42 1.054
47 H 37.317 29.185 25.712  C42 1.225
48 H 37.641 27.499 25.119  C42 1.176
49 H 41.863 29.291 28.045  C43 1.069
50 H 42.261 27.832 28.609  C43 0.977
51 H 42.215 28.874 29.706  C43 0.974
52 O 45.069 29.138 32.028  S53 1.470
53 S 44.841 29.409 33.455  O52 1.470, O54 1.410, O55 1.680, C58 1.805
54 O 44.034 30.493 33.858  S53 1.410
55 O 43.995 28.065 34.002  S53 1.680, C56 1.383
56 C 42.970 27.582 33.209  O55 1.383, C57 1.438, H59 1.101, H60 1.066
57 C 42.344 26.476 33.882  C56 1.438, H61 1.164, H62 1.300, H63 1.165
58 C 46.445 29.303 34.275  S53 1.805, H64 1.029, H65 1.158, H66 1.074
59 H 43.162 27.370 32.146  C56 1.101
60 H 42.407 28.481 33.102  C56 1.066
61 H 42.988 25.540 34.136  C57 1.164
62 H 41.340 26.027 33.188  C57 1.300
63 H 41.851 26.707 34.912  C57 1.165
64 H 46.270 29.725 35.197  C58 1.029
65 H 47.063 30.124 33.742  C58 1.158
66 H 47.059 28.437 34.114  C58 1.074
67 C 34.569 21.404 27.730  C68 1.541, O72 1.419, H73 1.048, H74 0.934
68 C 34.151 21.483 26.249  C67 1.541, O69 1.483, H75 1.147, H76 1.114
69 O 34.854 22.666 25.695  C68 1.483, C70 1.325
70 C 35.663 23.128 26.637  O69 1.325, O71 1.230, O72 1.386
71 O 36.293 24.181 26.556  C70 1.230
72 O 35.625 22.350 27.783  C67 1.419, C70 1.386
73 H 34.973 20.444 27.849  C67 1.048
74 H 33.846 21.266 28.305  C67 0.934
75 H 33.015 21.469 26.088  C68 1.147
76 H 34.355 20.636 25.555  C68 1.114
77 C 36.504 29.872 30.560  C78 1.619, O82 1.451, H83 1.082, H84 1.043
78 C 36.729 29.500 32.120  C77 1.619, O79 1.375, H85 1.155, H86 1.114
79 O 36.743 28.127 32.045  C78 1.375, C80 1.415
80 C 36.535 27.706 30.710  O79 1.415, O81 1.190, O82 1.298
81 O 36.379 26.574 30.379  C80 1.190
82 O 36.221 28.634 29.858  C77 1.451, C80 1.298
83 H 37.367 30.439 30.236  C77 1.082
84 H 35.649 30.408 30.295  C77 1.043
85 H 35.864 29.832 32.809  C78 1.155
86 H 37.694 29.856 32.549  C78 1.114
87 C 38.024 20.532 24.697  C88 1.501, O92 1.366, H93 1.133, H94 1.058
88 C 37.797 19.074 24.420  C87 1.501, O89 1.359, H95 1.009, H96 1.098
89 O 37.734 18.466 25.634  C88 1.359, C90 1.252
90 C 37.960 19.279 26.559  O89 1.252, O91 1.177, O92 1.407
91 O 38.042 18.976 27.693  C90 1.177
92 O 38.230 20.561 26.047  C87 1.366, C90 1.407
93 H 37.021 21.058 24.652  C87 1.133
94 H 38.685 20.962 23.992  C87 1.058
95 H 38.683 18.698 24.117  C88 1.009
96 H 36.840 18.837 23.937  C88 1.098
97 C 39.884 18.714 34.721  C98 1.589, O102 1.382, H103 0.954, H104 1.263
98 C 39.112 20.038 34.301  C97 1.589, O99 1.306, H105 1.084, H106 1.080
99 O 38.462 19.701 33.220  C98 1.306, C100 1.266
100 C 38.769 18.544 32.808  O99 1.266, O101 1.263, O102 1.358
101 O 38.226 18.099 31.758  C100 1.263
102 O 39.754 17.983 33.555  C97 1.382, C100 1.358
103 H 39.419 18.201 35.378  C97 0.954
104 H 41.091 18.784 35.085  C97 1.263
105 H 39.771 20.830 33.963  C98 1.084
106 H 38.597 20.395 35.181  C98 1.080
107 C 38.423 23.141 36.619  C108 1.550, O112 1.403, H113 1.103, H114 1.231
108 C 39.409 23.218 37.813  C107 1.550, O109 1.451, H115 1.033, H116 1.050
109 O 40.645 22.780 37.192  C108 1.451, C110 1.243
110 C 40.527 22.873 35.958  O109 1.243, O111 1.224, O112 1.256
111 O 41.580 22.791 35.339  C110 1.224
112 O 39.351 23.079 35.568  C107 1.403, C110 1.256
113 H 37.817 24.060 36.546  C107 1.103
114 H 37.689 22.158 36.720  C107 1.231
115 H 39.205 22.621 38.631  C108 1.033
116 H 39.560 24.183 38.199  C108 1.050

## Properties
**M**: 917.0 g mol⁻¹
**Charge**: +1
**HOMO level**: -11.9 eV
**Frontier orbital gap**: 10.3 eV
**Max |F|**: 9.81 eV Å⁻¹

2 unconnected molecules or ions with the total composition C12H15O2Se in a non-equilibrium geometry, computed with the ωB97M-V functional and the def2-TZVPD basis.

Last columns: bonded neighbours and bond lengths (Å).
Element x y z (Å)
1 C -3.402 -2.225 -0.843  C2 1.399, C3 1.447, H16 1.046
2 C -2.895 -1.102 -1.504  C1 1.399, C4 1.406, H17 1.088
3 C -3.610 -2.193 0.589  C1 1.447, C5 1.403, H18 1.069
4 C -2.537 0.044 -0.773  C2 1.406, C6 1.406, H19 1.146
5 C -3.158 -1.063 1.286  C3 1.403, C6 1.415, H20 1.060
6 C -2.614 0.067 0.631  C4 1.406, C5 1.415, Se15 1.812
7 C 2.176 -0.813 1.948  C11 1.429, O13 1.208, O14 1.329
8 C 3.655 0.709 -0.184  C12 1.628, H21 1.131, H22 1.070, H23 1.057
9 C 1.502 0.553 -1.578  C12 1.543, H24 1.112, H25 1.104, H26 1.115
10 C 1.460 2.185 0.310  C12 1.596, H27 1.102, H28 1.138, H29 1.083
11 C 1.501 -0.222 0.835  C7 1.429, C12 1.487, O14 1.520, H30 1.172
12 C 2.029 0.765 -0.143  C8 1.628, C9 1.543, C10 1.596, C11 1.487
13 O 2.684 -0.832 3.043  C7 1.208
14 O 1.946 -1.670 0.958  C7 1.329, C11 1.520
15 Se -1.997 1.463 1.609  C6 1.812
16 H -3.525 -3.060 -1.462  C1 1.046
17 H -2.918 -0.849 -2.562  C2 1.088
18 H -4.330 -2.899 0.944  C3 1.069
19 H -2.469 1.095 -1.226  C4 1.146
20 H -3.390 -0.973 2.316  C5 1.060
21 H 3.972 0.929 0.879  C8 1.131
22 H 3.826 1.488 -0.897  C8 1.070
23 H 3.899 -0.236 -0.589  C8 1.057
24 H 1.701 1.353 -2.324  C9 1.112
25 H 0.411 0.485 -1.423  C9 1.104
26 H 1.750 -0.357 -2.171  C9 1.115
27 H 1.910 3.001 -0.279  C10 1.102
28 H 0.326 2.233 0.234  C10 1.138
29 H 1.748 2.297 1.348  C10 1.083
30 H 0.347 -0.176 1.029  C11 1.172

## Properties
**M**: 270.2 g mol⁻¹
**Charge**: -1
**HOMO level**: -3.0 eV
**Frontier orbital gap**: 6.1 eV
**Max |F|**: 4.09 eV Å⁻¹

What is the formula in the second record?
C12H15O2Se